14
Properties=species:S:1:pos:R:3:lowdin_charge:R:1 method="wB97M-V/def2-TZVPD" relative_energy_kj_mol=127.2 smiles=I[C@@H]1CCP[C@H]1I gap_ev=9.34 max_force_ev_per_a=3.84 total_energy_ha=-1093.297267 homo_energy_ev=-9.31
I -1.9571 -0.8262 -1.5743 0.8212
C 0.0807 -0.6787 -0.8878 -0.8604
C 0.1719 -1.0747 0.5691 -0.3661
C -0.3655 0.0502 1.4133 -0.4571
P 0.2236 1.7863 0.7914 0.8657
C 0.5603 0.8285 -1.0527 -0.9378
I 2.6873 0.9435 -1.6442 0.6449
H 0.7091 -1.2484 -1.5173 0.0193
H 1.1816 -1.5785 0.7226 0.1321
H -0.5367 -1.9212 0.8723 0.1145
H -1.3691 0.0445 1.3276 -0.0077
H -0.1530 -0.0700 2.4417 0.0531
H -1.1638 2.2847 0.3691 -0.0553
H -0.0693 1.4599 -1.8307 0.0337


13
Properties=species:S:1:pos:R:3:lowdin_charge:R:1 method="wB97M-V/def2-TZVPD" relative_energy_kj_mol=28.4 smiles="C/C(N)=[NH+]/P" gap_ev=10.82 max_force_ev_per_a=3.81 total_energy_ha=-531.591929 total_charge=+1 homo_energy_ev=-14.93
C 0.6770 1.5399 0.8612 0.0286
C 0.1545 0.3572 0.0390 -0.4457
N 0.2328 0.4188 -1.2577 0.1762
N -0.5356 -0.6310 0.5833 -0.1036
P -0.8538 -2.5834 0.1238 0.9477
H 1.6992 1.6945 0.6244 0.0849
H 0.4934 1.3370 1.9226 0.0957
H 0.1650 2.4925 0.7748 0.1022
H 0.8326 1.2265 -1.5650 0.1614
H -0.3573 -0.0985 -1.9811 0.1764
H -0.8130 -0.6667 1.5516 0.0700
H 0.1028 -2.7130 -0.7537 -0.1838
H -1.7977 -2.3739 -0.9232 -0.1100


56
Properties=species:S:1:pos:R:3:lowdin_charge:R:1 method="wB97M-V/def2-TZVPD" relative_energy_kj_mol=149.5 multiplicity=2 gap_ev="10.00 / 4.51" max_force_ev_per_a=3.29 total_energy_ha=-1336.544570 total_charge=+1 homo_energy_ev="-13.04 / -13.03"
C 0.2317 -0.4636 -0.6543 -0.1513
N 0.9592 -1.5068 -1.3280 0.2666
C 1.4759 -2.7061 -0.7396 -0.4807
N 1.4081 -2.8290 0.6015 0.2345
O 1.9958 -3.4960 -1.5030 0.1337
C -1.2762 -0.6440 -0.4645 -0.1574
C -1.9437 -0.7740 -1.8630 -0.0613
H 0.5314 0.4708 -1.2552 0.1455
H 0.6668 -0.2851 0.3378 0.0951
H 0.7092 -1.8601 -2.2687 0.1389
H 1.9864 -3.5019 1.0648 0.1377
H 1.5098 -1.9250 1.0530 0.1047
H -1.4839 -1.4136 0.2443 0.0947
H -1.7522 0.3049 -0.0511 0.1065
H -2.9905 -1.0840 -1.8476 0.0991
H -2.0321 0.2327 -2.2926 0.0862
H -1.2950 -1.2944 -2.5187 0.0221
H -1.6925 -2.1220 2.8072 0.0409
H -1.5554 -2.6829 4.2749 0.0981
O -1.3870 -1.9169 3.6908 -0.0370
H -2.1155 -2.4051 -4.3789 0.0580
H -1.2566 -3.6145 -4.0177 0.0214
O -2.1862 -3.3274 -4.0177 -0.0655
H 2.6458 1.4596 1.3637 0.0531
H 2.3143 1.8313 -0.1014 0.0091
O 1.9168 1.4657 0.7244 -0.0822
H -0.1498 3.2309 0.8825 0.0219
H -0.5477 3.1731 2.3380 -0.0221
O -0.8422 3.5241 1.4840 -0.0622
H 2.4300 -2.7896 -3.2855 0.0440
H 1.2845 -3.3495 -4.1032 0.0563
O 1.8095 -2.5598 -3.9884 -0.0369
H -0.2788 2.5232 4.4880 0.0253
H 0.4528 3.7923 4.0907 0.0675
O 0.3848 2.8672 3.8142 -0.0907
H -2.7594 2.6368 0.9610 0.0092
H -3.3028 1.5110 -0.0741 0.0143
O -2.9334 2.3789 0.0599 -0.0526
H 2.7076 1.0706 -2.1638 0.0256
H 2.1086 2.5398 -2.2299 0.0353
O 2.7217 1.9488 -1.7899 -0.0426
H -1.9202 -0.5007 2.9809 -0.0104
H -1.4658 0.7699 2.3070 0.0357
O -2.2454 0.3787 2.7039 -0.0370
H -0.0295 2.2599 -3.1277 0.0679
H -0.4261 3.2220 -2.0610 0.0739
O 0.0797 2.4099 -2.1689 -0.0508
H -1.0619 0.5522 5.3778 0.0542
H -1.7145 1.1635 4.2159 0.0125
O -1.3944 1.4113 5.1109 -0.0466
H 1.8967 -0.4904 3.0628 -0.0056
H 2.3183 0.3908 4.2157 0.0379
O 2.6304 -0.3110 3.6440 -0.0348
H 1.4137 -0.6480 -4.2318 -0.0054
H 1.7236 0.7154 -5.1059 0.0501
O 1.7256 0.2664 -4.2674 -0.0447


68
Properties=species:S:1:pos:R:3:lowdin_charge:R:1 method="wB97M-V/def2-TZVPD" gap_ev="4.93 / 4.99" max_force_ev_per_a=3.37 total_energy_ha=-2164.852528 total_charge=+2 homo_energy_ev="-13.62 / -13.62"
Os 0.1530 0.7895 -0.0109 1.5371
C 0.4542 -4.8114 0.7048 -0.0163
C 1.4453 -3.8819 0.4055 -0.0390
C 1.2504 -2.5451 0.6762 -0.0168
C 0.0467 -2.0969 1.2558 -0.2802
C -0.9455 -3.0531 1.5612 -0.0034
C -0.7305 -4.3860 1.2954 -0.0330
N -0.1593 -0.7581 1.4544 0.0300
C -0.9333 -0.3226 2.4937 -0.1960
C -1.1376 -1.0309 3.6882 0.0178
C -1.9888 -0.5304 4.6553 -0.0072
C -2.6492 0.6790 4.4584 -0.0130
C -2.4378 1.4300 3.3106 0.0310
C -1.5392 0.9690 2.3504 -0.2070
N -1.1768 1.6497 1.2259 -0.1281
N -1.6208 2.8443 0.9525 0.1361
C -1.1491 3.3853 -0.1652 -0.3117
C -1.6386 4.6316 -0.6247 0.0455
C -1.1826 5.1413 -1.8102 -0.0015
C -0.2163 4.4221 -2.5286 0.0129
C 0.2490 3.2307 -2.0211 -0.0781
N -0.2000 2.6847 -0.8852 -0.0086
H 0.6007 -5.8563 0.4804 0.1235
H 2.3722 -4.2089 -0.0402 0.1246
H 2.0343 -1.8247 0.4885 0.1033
H -1.8931 -2.7255 1.9617 0.1239
H -1.4972 -5.1048 1.5374 0.1218
H -0.6057 -1.9548 3.8551 0.1320
H -2.1492 -1.0889 5.5626 0.1286
H -3.3193 1.0544 5.2139 0.1256
H -2.9364 2.3740 3.1510 0.1246
H -2.3842 5.1301 -0.0273 0.1314
H -1.5511 6.0800 -2.1955 0.1316
H 0.1671 4.7850 -3.4697 0.1298
H 1.0180 2.6972 -2.5607 0.1093
B 3.7370 0.5660 -0.1139 -0.4493
N 2.9414 0.9323 1.1333 -0.0549
C 3.5469 1.0872 2.3215 -0.0274
C 2.6840 1.7348 3.1816 -0.0033
C 1.5324 1.9436 2.4299 -0.1242
N 1.6969 1.4431 1.1982 -0.1191
N 2.9150 0.5240 -1.3907 -0.0531
C 3.4847 0.4555 -2.6028 -0.0299
C 2.4893 0.3041 -3.5526 -0.0110
C 1.3090 0.2971 -2.8217 -0.1720
N 1.5825 0.4109 -1.5114 -0.1402
H 4.2766 -0.4860 0.0371 0.0799
H 4.6124 1.3689 -0.2494 0.0885
H 4.5455 0.7360 2.4822 0.1434
H 2.8625 2.0237 4.1943 0.1111
H 0.6337 2.4438 2.7383 0.1077
H 4.5457 0.5318 -2.7260 0.1408
H 2.6033 0.2028 -4.6108 0.1107
H 0.2960 0.2324 -3.1730 0.1130
S -3.9028 -0.2334 -2.0348 1.1707
C -2.7126 0.5305 -1.0878 -0.4325
N -1.5279 -0.0295 -1.0562 -0.1192
C -1.5114 -1.1780 -1.8239 -0.3112
C -0.4423 -2.0560 -2.0151 -0.0462
C -0.5979 -3.1335 -2.8587 -0.0353
C -1.7986 -3.3533 -3.5345 -0.0405
C -2.8767 -2.5125 -3.3458 -0.0566
C -2.7288 -1.4381 -2.4795 -0.4320
H -2.9687 1.4189 -0.5374 0.0716
H 0.4897 -1.8989 -1.4990 0.0774
H 0.2252 -3.8143 -3.0101 0.1201
H -1.8841 -4.1828 -4.2186 0.1214
H -3.8093 -2.6693 -3.8618 0.1218